Below is a structure of composition C60H48O2P3PtSSiTe, with properties calculated with the ωB97M-V functional and the def2-TZVPD basis.

The value obtained for the energy relative to the best compared isomer or geometry (same formula, charge and spin) is 59.1 kcal per mole. Its HOMO energy (spin up / spin down) is -9.146 / -9.146 eV. As for the LUMO energy (spin up / spin down): -3.3 / -3.3 eV. The calculation puts the gap between HOMO and LUMO (spin up / spin down) at 5.884 / 5.883 eV. As for the total energy: -4564.643583 hartree.

```
! wB97M-V def2-TZVPD RIJCOSX def2/J DEFGRID3
* xyz 1 1
C -3.12023 -0.31320 -0.75592
H -0.99532 -3.49518 -4.18672
C 0.67646 0.88010 2.99283
C 4.35564 1.36377 -4.69233
C 4.69244 1.14654 -0.01091
C 2.05987 -2.57163 -0.26385
H -0.87888 2.30315 3.41793
H 3.18090 -4.29451 -0.76312
H 0.81478 3.93470 2.03093
H 0.36900 -5.55382 -4.27158
C -5.84437 -0.20358 4.91035
H 4.95744 3.34600 2.54626
C 1.51702 -0.32891 4.91022
H -0.94026 1.81308 5.82303
H -3.84674 1.84814 -2.93847
Pt 0.36378 -0.26607 -0.79209
C 0.50566 -4.96673 -0.94215
C 1.53737 -0.06929 3.54996
C 0.31736 4.24596 -2.05848
C 0.18387 -5.06489 -3.32391
H 2.19050 -1.06667 5.32790
H -0.23273 6.29604 -1.81787
C -2.15348 4.59980 0.56287
C 4.29965 0.05759 -5.15204
C 3.23519 -0.75986 -4.79128
H 3.66488 5.22030 -0.41119
Te -2.27712 -0.34652 2.16154
H 3.39913 2.88346 -3.52871
C 0.62525 0.34886 5.73401
C 3.22374 -3.48645 -0.03532
C 3.15148 2.36799 1.94522
H -2.87260 5.40109 0.44861
C -1.46462 2.32843 0.07004
H 5.08627 -0.32654 -5.78827
Si -1.62222 0.79950 -1.03848
H 1.33101 -6.49015 -2.19576
H -0.94141 -6.19822 5.07716
C -5.21985 -2.16494 -0.49178
H 1.43035 -0.92467 -3.64730
S -5.05401 0.63240 3.64897
H 5.17629 2.00686 -4.98192
H 3.22375 -3.88710 0.97466
H -1.41870 -2.39157 -2.01463
H -0.01121 -2.38735 3.38001
H -0.26369 -3.83099 5.35022
C -0.31205 2.53611 0.84505
H 3.29451 2.92331 -1.13303
C 2.24448 -0.27710 -3.95451
C 1.30192 3.27394 -1.87880
H 2.90149 0.16828 -0.61977
H -0.63059 3.99432 -2.51307
C 1.73917 5.91438 -1.06506
C -3.94806 -1.47839 4.54282
C -0.34339 -3.41079 3.25590
C 2.53971 1.50047 1.04047
H 0.61949 0.16055 6.79968
C -4.50492 -1.76488 0.62946
C -1.12144 -6.06058 2.94748
C 2.29786 1.03532 -3.48208
C 3.33342 0.87863 0.07697
H -1.42827 -7.09086 2.82575
C -3.83867 -0.76886 -1.86847
P -0.57995 -2.77879 0.58098
H -3.72695 2.84799 -5.17553
C -0.58300 -3.91428 -3.27816
O 1.87136 -2.04657 -1.36048
H 0.96373 -5.35995 -0.04213
C 2.72392 4.95503 -0.87557
H 1.90642 6.93671 -0.75169
C -3.47081 -0.84965 0.50576
H -6.78306 0.15486 5.30124
C -0.07761 3.77362 1.43883
H 2.57411 2.81411 2.74526
H 5.28914 0.65056 -0.76605
C 2.50818 3.64739 -1.27922
O 1.27635 -2.30252 0.77105
C 5.27676 2.05114 0.86327
C -4.88774 -1.66755 -1.74078
C -0.49590 1.75556 -3.40049
H -3.28336 3.23708 -0.63141
H 2.22151 -0.61427 2.90799
P 0.76006 1.07936 1.17109
H 3.18494 -1.77851 -5.15301
C -2.37970 3.37468 -0.04628
H 4.14562 -2.93042 -0.20976
C -1.71575 1.55744 -2.76019
C -2.81892 2.52075 -4.68553
C 0.72616 -5.59347 -2.15470
H -1.55147 3.08651 -6.32476
C -1.00961 -5.24008 1.83301
C -0.42779 2.29388 -4.68256
P 0.96758 1.53823 -2.34659
C -3.76417 -0.49404 3.61349
H -0.79463 5.76885 1.74759
C 0.54103 5.55573 -1.66077
H -1.26928 -5.62900 0.85751
C -0.22045 1.54669 3.82385
H -4.75412 -2.16893 1.60409
C -0.98889 4.80747 1.28986
C -0.81399 -3.29245 -2.05733
H 0.53241 2.42747 -5.16749
C -0.46333 -4.23100 4.36438
C -5.14273 -1.30820 5.29355
C -1.59470 2.66379 -5.32957
C -0.61034 -3.91164 1.97997
H 6.33436 2.26963 0.79277
C -0.84813 -5.55759 4.20993
H -3.57252 -0.41664 -2.85756
H -3.25760 -2.29995 4.68239
C -2.88206 1.95677 -3.42058
C 3.35695 1.85580 -3.86118
H -6.02905 -2.87691 -0.38897
C -0.27411 -3.80998 -0.88134
H -5.46374 -1.98048 6.07559
C 4.50380 2.65658 1.84623
H -5.44199 -1.98082 -2.61593
C -0.24323 1.28122 5.18847
*
```

Below is a structure of composition C60H49Cl5FeGe2N5OS, with properties calculated with the ωB97M-V functional and the def2-TZVPD basis.

The value obtained for the energy relative to the best compared isomer or geometry (same formula, charge and spin) is 135.4 kcal per mole. Its HOMO energy (spin up / spin down) is 0.707 / -2.548 eV. As for the LUMO energy (spin up / spin down): 3.7 / 3.3 eV. The calculation puts the gap between HOMO and LUMO (spin up / spin down) at 2.991 / 5.842 eV. As for the total energy: -10781.239734 hartree.

```
! wB97M-V def2-TZVPD RIJCOSX def2/J DEFGRID3
* xyz -2 6
H -1.42639 -0.53067 5.21578
C -2.44709 -0.85682 5.32437
C 2.50460 3.77539 -3.99499
C -0.58509 4.89396 -1.36331
C 5.83351 2.69750 0.15098
C 3.32917 -1.52831 1.54720
H -2.31628 -1.18569 7.42530
N 2.50660 -4.40543 4.11199
H 3.18203 3.97325 -7.30317
C 1.26521 -0.14546 4.76124
Cl -3.56542 4.61462 4.33346
H -0.65784 -2.82393 -0.22752
H -2.32698 -2.29092 -5.92878
H 3.39836 -1.59023 2.63501
Cl -1.24261 1.27954 -0.34798
H -3.18905 -0.32976 0.83624
Ge -0.73717 -0.55100 2.41397
H 6.12698 3.30517 0.99743
H 7.16219 0.69656 -2.21312
S 1.90515 -1.39505 -2.26331
C 2.27876 -3.38343 -2.89070
C 2.73739 4.34264 -5.23464
C -1.44094 1.89578 2.23115
H 3.77610 3.21689 0.31356
C -4.92939 -0.88527 1.94365
H 1.88590 2.94724 0.81575
H 0.69753 -0.82131 5.38521
H -1.44106 -8.25518 4.34358
C -0.43834 5.22876 -0.02725
H 0.54021 4.72862 1.81250
C 2.81887 1.60466 -4.91450
H 1.39057 -3.94114 -2.62910
C 0.79240 0.20455 3.50435
C -5.09990 -1.63135 5.57075
H -0.04823 -1.75183 -6.74581
H 3.26592 -5.49120 1.08556
C 4.10187 1.85595 -1.30635
C 2.50945 2.39744 -3.82083
C 0.33509 -2.94098 0.15639
H -1.02194 6.02848 0.40733
C 0.16565 3.86765 -1.90828
H -4.66620 -1.90321 7.64545
C 3.22935 1.20798 4.45574
C 0.85198 -6.97666 2.18510
H 3.31109 1.53366 -7.00066
C 0.92991 -5.86101 4.37121
H -0.63258 -8.52244 2.06118
H -6.47345 -1.54888 3.26506
H -6.13821 -1.93130 5.66035
C -0.78885 -1.72226 -2.96382
C 2.79343 1.54441 3.18452
C -5.43740 -1.25429 3.16247
C 1.10416 3.17613 -1.15059
C -2.95017 -1.21139 6.54842
C -0.17957 -7.77331 2.69745
C 3.03493 -4.63790 1.73830
C -1.54110 -2.05462 -5.22378
H 2.30997 4.41487 -3.14431
C -2.87176 3.16092 0.68815
C 1.59381 1.03363 2.72752
H 0.02378 3.59649 -2.94749
H 3.40307 2.18094 2.55424
C 1.25283 0.10425 -1.34698
Cl -1.46263 2.37462 4.86811
C 3.06908 2.16511 -6.15536
H 1.20882 -7.11726 1.17367
C -4.61132 -1.25956 4.30090
H 0.57061 -2.76263 3.14583
C 1.37947 -6.02531 3.03199
C -3.38696 3.90744 1.73612
H 0.73389 -5.10485 0.27818
H -0.99935 -3.22302 2.48488
Cl -4.57423 5.11555 1.43496
C -1.79851 -2.02833 -3.85990
H 4.77538 0.55956 -2.85197
H 1.23118 1.27628 1.72088
C 2.21106 -2.35521 1.03958
C -2.93385 3.66443 3.03194
C 1.20099 3.49953 0.19404
H 4.16386 1.60126 4.83523
C -3.24535 -0.88781 4.16696
H 2.70666 5.41808 -5.35090
C 3.00944 3.53650 -6.32683
C -2.71416 -0.57640 2.89476
C 6.79373 1.99593 -0.55412
H 3.95071 -4.11642 2.03137
C 4.50413 2.63310 -0.22902
N 1.64728 -4.88197 4.95522
H 7.83335 2.04886 -0.25557
C -0.47897 -2.49174 3.09712
H 3.13643 -0.49365 1.26843
N 2.20335 -3.71595 0.98944
O 3.00424 -0.77560 -3.03587
C 0.44250 4.50892 0.75896
H 2.47571 -3.36586 -3.95150
Ge 2.19078 1.69003 -1.95392
Fe 0.21268 -0.10003 0.29392
H -0.88334 -2.56491 4.10212
C 6.41198 1.23369 -1.64569
H 2.87949 0.53837 -4.77038
C 0.50024 -1.50058 -3.42201
H 3.14529 -3.68155 -2.32026
C 1.00852 -4.08366 0.42222
C -1.98531 2.66480 3.24973
C -1.92004 2.18854 0.96222
H 1.75978 -1.33809 -5.12538
N 1.09913 -1.87386 0.52883
C -0.10507 -6.67490 4.86283
H -5.57035 -0.86809 1.07053
C -0.26406 -1.76252 -5.68578
Cl -3.39918 3.44171 -0.92928
H -1.29492 5.43054 -1.97922
H -0.47086 -6.55540 5.87071
C 5.08045 1.16523 -2.01187
H 4.27913 -1.83884 1.11154
N 2.39103 -5.10404 2.91536
C -4.28385 -1.61387 6.67267
C -3.57553 -0.57062 1.81989
C 2.46903 0.35099 5.23276
C 0.75164 -1.51033 -4.78382
H 2.83014 0.05309 6.21028
H -2.78967 -2.26115 -3.49184
C -0.63692 -7.61388 3.99929
H -0.98993 -1.65148 -1.90195
*
```

Q: What is the energy relative to the best compared isomer or geometry (same formula, charge and spin) in the second record?
A: 135.4 kcal per mole